Record 1
{
  "formula": "H20Na3O14S",
  "method": "ωB97M-V/def2-TZVPD",
  "species": ["Na", "Na", "Na", "S", "O", "O", "O", "O", "O", "H", "H", "O", "H", "H", "O", "H", "H", "O", "H", "H", "O", "H", "H", "O", "H", "H", "O", "H", "H", "O", "H", "H", "O", "H", "H", "O", "H", "H"],
  "positions_angstrom": [[-0.32072, 2.59978, 2.32665], [2.35681, 2.58288, -0.52812], [2.43024, -0.96991, -2.62218], [0.29781, 0.12304, -0.00178], [0.60005, 1.23411, -0.96238], [1.04697, -1.08101, -0.34748], [0.70081, 0.54013, 1.36426], [-1.14580, -0.23718, -0.04455], [-3.49622, -0.42806, -1.00762], [-2.67655, -0.30141, -0.52976], [-3.91256, -1.17433, -0.57639], [2.73761, -2.35920, 1.21049], [2.27637, -2.10530, 0.41110], [3.05164, -1.53345, 1.57894], [-0.18884, -3.34309, 0.42275], [0.23429, -2.48833, 0.34160], [-0.69583, -3.43743, -0.38366], [0.42011, -0.85499, 3.63965], [0.62308, -0.43124, 2.80570], [-0.53084, -0.96362, 3.62847], [0.48540, 3.66553, -2.98095], [0.45930, 2.73403, -3.19973], [1.37942, 3.93619, -3.18998], [0.56296, 0.41593, -3.24209], [0.56999, 0.75301, -2.34624], [-0.30293, 0.02062, -3.34298], [2.59489, 1.20481, 3.18919], [2.25305, 0.56741, 3.81617], [2.06276, 1.07796, 2.40372], [-1.43216, 2.92834, -0.88726], [-1.95278, 2.12714, -0.94452], [-0.52450, 2.62455, -0.87744], [-1.36689, -2.42373, -2.08719], [-0.55987, -1.99630, -1.80039], [-2.06386, -1.94929, -1.63401], [-1.96812, -0.63216, 2.40434], [-2.43492, 0.20166, 2.45984], [-1.57030, -0.62699, 1.53374]],
  "homo_lumo_gap_ev": 7.14,
  "relative_energy_kj_mol": 140.9,
  "multiplicity": 1,
  "lumo_ev": -5.46,
  "homo_energy_ev": -12.60,
  "total_charge": 1
}

***

Record 2
{
  "formula": "H20NeO10",
  "method": "ωB97M-V/def2-TZVPD",
  "species": ["Ne", "O", "H", "H", "O", "H", "H", "O", "H", "H", "O", "H", "H", "O", "H", "H", "O", "H", "H", "O", "H", "H", "O", "H", "H", "O", "H", "H", "O", "H", "H"],
  "positions_angstrom": [[-0.58223, 0.73619, -0.10085], [-2.88402, -0.77470, -0.28867], [-2.67145, -1.19105, -1.12395], [-3.67051, -0.26022, -0.47025], [-2.43970, 0.08006, 2.27743], [-2.41071, -0.15630, 1.35033], [-2.83647, 0.95105, 2.29074], [0.08942, -2.94595, -1.22419], [0.20409, -3.71121, -1.78763], [0.97674, -2.71543, -0.94897], [-2.06532, -1.44643, -2.74025], [-1.49881, -2.16167, -2.45089], [-1.46135, -0.77650, -3.06063], [1.38425, 0.71992, 3.46327], [2.15480, 0.63783, 4.02519], [1.61206, 1.41270, 2.84328], [-0.60941, 4.65469, -0.94658], [-0.33068, 5.22563, -1.66252], [-0.37389, 3.77347, -1.23678], [2.09712, -1.91747, 0.48195], [1.53488, -1.48060, 1.12169], [2.51898, -2.62155, 0.97443], [0.98521, 2.17259, -2.38243], [1.50952, 2.52293, -3.10257], [1.54116, 1.50258, -1.98463], [2.79402, 0.39207, -1.11972], [2.58133, -0.38979, -0.61012], [2.95575, 1.06971, -0.46331], [-0.29015, -1.46744, 2.84903], [0.24134, -0.89621, 3.40351], [-1.05584, -0.93887, 2.62416]],
  "homo_lumo_gap_ev": 10.42,
  "relative_energy_kj_mol": 18.1,
  "multiplicity": 1,
  "lumo_ev": 0.05,
  "homo_energy_ev": -10.37
}

***

Record 3
{
  "formula": "H20O10",
  "method": "ωB97M-V/def2-TZVPD",
  "species": ["O", "H", "H", "O", "H", "H", "O", "H", "H", "O", "H", "H", "O", "H", "H", "O", "H", "H", "O", "H", "H", "O", "H", "H", "O", "H", "H", "O", "H", "H"],
  "positions_angstrom": [[-0.03891, 0.14089, -0.06920], [-0.89470, 0.56809, -0.10590], [-0.12472, -0.61825, -0.64590], [2.28714, 1.74757, 0.15673], [1.72326, 0.97719, 0.08753], [3.05594, 1.43989, 0.63685], [-2.28716, -1.30881, -2.20782], [-2.38100, -0.79886, -1.40323], [-1.62098, -1.96408, -2.00031], [-0.32831, -2.74839, -0.94894], [0.57338, -2.90236, -0.66700], [-0.81711, -3.49835, -0.61000], [2.41624, -1.64917, -0.48177], [3.23445, -1.82907, -0.01872], [2.56841, -1.96901, -1.37103], [-1.94175, 0.13869, 2.84073], [-2.84094, 0.32464, 2.57034], [-1.74774, -0.71650, 2.45701], [1.58272, 0.51149, -2.99977], [2.45316, 0.90776, -3.03897], [1.53222, 0.12937, -2.12361], [0.88818, 0.60012, 2.54091], [0.94066, -0.27748, 2.91947], [0.51129, 0.46434, 1.67158], [-0.41344, 2.89024, 1.51708], [0.15391, 3.41154, 0.94912], [0.16734, 2.23053, 1.89617], [-2.77739, 0.89422, -0.57199], [-2.57302, 1.64962, -1.12318], [-3.30114, 1.25413, 0.14383]],
  "s2": 0.7504,
  "homo_lumo_gap_ev": [2.43, 10.17],
  "relative_energy_kj_mol": 50.4,
  "multiplicity": 2,
  "lumo_ev": [2.54, 2.44],
  "homo_energy_ev": [0.11, -7.73],
  "total_charge": -1
}

***

Record 4
{
  "formula": "H20O10",
  "method": "ωB97M-V/def2-TZVPD",
  "species": ["O", "H", "H", "O", "H", "H", "O", "H", "H", "O", "H", "H", "O", "H", "H", "O", "H", "H", "O", "H", "H", "O", "H", "H", "O", "H", "H", "O", "H", "H"],
  "positions_angstrom": [[-0.04492, 0.15743, 0.09860], [0.03293, -0.80302, 0.12041], [-0.85578, 0.31577, -0.39782], [-0.27619, -0.56271, -3.73340], [-1.16344, -0.89226, -3.91556], [0.24160, -1.35963, -3.57280], [3.26079, -3.45308, 2.26190], [3.59039, -4.06896, 1.59779], [3.53819, -2.58862, 1.93824], [-1.33626, -4.69024, 2.16139], [-0.46155, -4.29862, 2.26391], [-1.83242, -4.35716, 2.91761], [-1.53468, 1.33478, -4.50995], [-2.26094, 1.93693, -4.31262], [-1.93318, 0.45921, -4.45024], [-0.24093, 5.34855, 0.50739], [0.23472, 4.55333, 0.77267], [-1.12945, 5.21808, 0.85738], [-2.87325, 0.88393, 2.15797], [-2.85515, 0.53249, 1.26066], [-3.26113, 0.17294, 2.68050], [2.89965, -2.27875, -1.22148], [3.73211, -2.36873, -0.74408], [3.13248, -1.76729, -2.00454], [-3.50860, 2.81911, 0.29017], [-2.80240, 3.47398, 0.25252], [-3.44956, 2.46164, 1.18332], [3.62266, 0.69825, 2.05193], [3.31419, 1.07322, 1.21932], [4.44225, 0.24860, 1.81725]],
  "homo_lumo_gap_ev": 11.15,
  "relative_energy_kj_mol": 400.9,
  "multiplicity": 1,
  "lumo_ev": -0.09,
  "smiles": "O.O.O.O.O.O.O.O.O.O",
  "homo_energy_ev": -11.24
}